This record from OMol25 describes the ion C5H11N with charge -1 in a non-equilibrium geometry. The level of theory is the ωB97M-V functional and the def2-TZVPD basis.

Properties
ΔE to the lowest compared entry with this formula, charge and spin   0.5649 eV
Spin multiplicity   2
Frontier orbital gap (spin up / spin down)   2.69 / 8.43 eV
Total charge   -1
HOMO level (spin up / spin down)   1.570 / -4.197 eV

Atoms and positions in Å:
C 1.07 -0.52 0.13
N 0.29 0.63 -0.28
C 0.61 1.36 -1.46
C -1.12 0.32 -0.07
C -1.08 -0.40 1.26
C 0.15 -1.32 1.05
H 2.01 -0.15 0.56
H 1.42 -1.14 -0.71
H 1.33 2.18 -1.32
H -0.25 1.72 -2.01
H 1.21 0.80 -2.21
H -1.46 -0.36 -0.87
H -1.70 1.24 -0.09
H -1.99 -0.93 1.52
H -0.79 0.35 2.01
H 0.52 -1.63 2.02
H -0.21 -2.16 0.45

---

This record from OMol25 describes an isolated molecule of C5H11N in a non-equilibrium geometry. The level of theory is the ωB97M-V functional and the def2-TZVPD basis.

Properties
SMILES   C=NCC(C)C
ΔE to the lowest compared entry with this formula, charge and spin   1.1925 eV
Frontier orbital gap   10.81 eV
Total charge   0
HOMO level   -9.679 eV

Atoms and positions in Å:
C 2.44 -0.76 1.28
N 1.22 -0.48 1.17
C 0.78 -0.08 -0.15
C -0.65 0.36 0.00
C -1.62 -0.79 0.24
C -1.01 1.23 -1.19
H 3.06 -0.97 0.39
H 2.84 -0.60 2.27
H 1.38 0.81 -0.36
H 1.01 -0.75 -1.00
H -0.62 0.97 0.90
H -1.42 -1.61 -0.46
H -1.54 -1.20 1.26
H -2.65 -0.44 0.10
H -0.97 0.61 -2.09
H -0.27 2.03 -1.28
H -2.00 1.67 -1.07

---

This record from OMol25 describes a structure of composition C5H11N. The level of theory is the ωB97M-V functional and the def2-TZVPD basis.

Properties
ΔE to the lowest compared entry with this formula, charge and spin   5.8541 eV
Frontier orbital gap (spin up / spin down)   7.13 / 7.13 eV
Total charge   0
HOMO level (spin up / spin down)   -6.288 / -6.287 eV

Atoms and positions in Å:
C 0.77 -0.73 1.31
C -1.46 0.00 1.18
C -1.10 0.39 -0.18
C -0.03 1.41 -0.31
N 0.31 -0.01 -0.41
C 0.86 -0.52 -1.66
H 1.80 -0.76 0.93
H 0.76 -0.23 2.27
H 0.36 -1.73 1.38
H -2.19 -0.81 1.25
H -1.73 0.83 1.84
H -1.73 0.22 -1.06
H 0.30 1.90 0.60
H 0.08 1.99 -1.22
H 0.62 -1.58 -1.74
H 1.95 -0.40 -1.65
H 0.46 0.01 -2.53

---

Question: Which value of ΔE to the lowest compared entry with this formula, charge and spin does entry 2 give?
Answer: 1.1925 eV